[1]
{
  "formula": "C4H10O",
  "method": "ωB97M-V/def2-TZVPD",
  "smiles": "CC[C@@H](C)O",
  "lumo_energy_ev": 0.9841,
  "homo_lumo_gap_ev": 11.1579,
  "elements": ["O", "C", "C", "C", "C", "H", "H", "H", "H", "H", "H", "H", "H", "H", "H"],
  "positions_angstrom": [[-0.88309, 0.43054, 1.25550], [1.25895, -0.68657, 1.16533], [-1.00396, 0.96634, -1.42249], [-0.10835, -0.50256, 0.51509], [0.07471, 0.01094, -0.92192], [1.05673, 0.50561, -0.98109], [-0.64650, -1.46680, 0.48540], [-0.88207, 0.13049, 2.17364], [-0.73305, 1.34694, -2.41423], [0.11454, -0.86487, -1.58357], [-1.98147, 0.47593, -1.50623], [1.18453, -1.15379, 2.15350], [1.91264, -1.30139, 0.53869], [-1.10168, 1.81629, -0.74298], [1.73807, 0.29290, 1.28534]],
  "forces_ev_per_a": [[-0.026, 0.020, 0.288], [0.054, -0.053, 0.070], [-0.064, 0.042, -0.037], [0.212, -0.196, -0.218], [0.062, -0.012, -0.075], [-0.258, -0.051, -0.057], [0.119, 0.192, 0.023], [-0.071, 0.146, -0.156], [-0.067, -0.080, 0.155], [0.151, 0.163, 0.108], [0.174, 0.094, 0.081], [0.002, 0.001, -0.103], [-0.105, -0.020, 0.092], [-0.060, -0.109, -0.133], [-0.123, -0.137, -0.039]]
}

[2]
{
  "formula": "C16H30N4O8",
  "method": "ωB97M-V/def2-TZVPD",
  "smiles": "C[C@@H](NC(=O)CCCC[C@@H](N)C(=O)O)C(=O)O.CNC(=O)[C@H](CO)NC(C)=O",
  "lumo_energy_ev": 0.5419,
  "homo_lumo_gap_ev": 10.0845,
  "elements": ["O", "O", "O", "O", "O", "O", "O", "O", "N", "N", "N", "N", "C", "C", "C", "C", "C", "C", "C", "C", "C", "C", "C", "C", "C", "C", "C", "C", "H", "H", "H", "H", "H", "H", "H", "H", "H", "H", "H", "H", "H", "H", "H", "H", "H", "H", "H", "H", "H", "H", "H", "H", "H", "H", "H", "H", "H", "H"],
  "positions_angstrom": [[-0.92785, -1.48424, -0.02602], [-2.24915, -2.46941, -4.06771], [-0.22176, 1.08526, -3.44824], [-4.24810, 1.05887, -2.34850], [-1.62636, 1.80718, -1.81362], [2.71878, 1.68384, 7.06763], [4.11058, -0.03726, 2.76334], [4.94532, 1.65412, 7.58070], [-2.44089, -1.02980, -1.57357], [-4.37582, -3.16276, -3.82771], [3.00128, 0.67936, 4.57715], [1.02785, 3.75882, -3.12207], [1.90338, 0.81453, 2.33021], [2.35296, 1.34591, 0.96247], [-4.32050, -4.22682, -4.83019], [-3.93599, 0.00744, -3.23711], [1.14709, 1.84391, 0.16168], [-3.34121, -2.37165, -3.51727], [-2.25480, -3.33235, -0.69321], [-1.82831, -1.87899, -0.75105], [1.59834, 2.41459, -1.18965], [3.86454, 1.33756, 6.81316], [-0.56564, 1.90184, -2.41916], [3.07901, 0.43014, 3.22412], [4.21038, -0.98859, 5.89778], [0.42878, 3.01252, -1.98606], [-3.58463, -1.27489, -2.47326], [4.09572, 0.49764, 5.53706], [-3.67329, -5.03291, -4.47892], [-1.76798, -3.80418, 0.15897], [4.41513, -1.58627, 5.00371], [0.45218, 1.01193, 0.00416], [1.31201, 1.58192, 2.83744], [-5.31970, -4.62315, -5.01690], [-0.89528, 0.39441, -3.52820], [5.03136, 0.83525, 5.07872], [3.27719, -1.34475, 6.34656], [5.74119, 1.26647, 7.19485], [2.07969, 1.62926, -1.78305], [-3.41835, 1.45670, -2.03161], [-2.11372, -0.07664, -1.49513], [-3.91134, -3.83711, -5.76534], [-0.12042, 3.71594, -1.34978], [-4.80209, -0.18085, -3.87314], [3.06372, 2.16706, 1.10576], [5.02337, -1.15128, 6.61207], [1.26706, -0.06475, 2.19275], [-4.44851, -1.55116, -1.86939], [2.34311, 3.19677, -1.01146], [-5.24774, -3.01697, -3.34358], [1.57102, 4.56010, -2.80205], [0.62314, 2.61952, 0.73006], [-3.09751, 0.30366, -3.86900], [-1.93802, -3.83417, -1.60575], [2.14092, 1.09604, 4.93283], [2.86455, 0.55146, 0.40752], [0.31819, 4.04025, -3.79953], [-3.33290, -3.39931, -0.57344]],
  "forces_ev_per_a": [[0.277, 0.204, 0.090], [-0.379, 0.021, 0.159], [0.134, 1.173, 1.213], [-0.178, -0.031, -0.077], [0.911, -0.198, -0.611], [2.293, -0.188, 0.365], [-0.190, -0.042, -0.120], [-1.029, -0.317, -0.459], [-1.319, 0.415, -1.813], [-1.033, -0.282, 0.046], [-1.023, 0.793, 0.107], [-0.594, -0.729, -0.309], [0.199, 0.062, 0.412], [-0.274, -0.177, 0.215], [0.349, 0.281, 0.075], [0.209, 0.385, 0.704], [0.488, -0.096, -0.227], [1.517, 0.201, -0.244], [0.019, 0.340, -0.105], [0.721, -1.004, 1.141], [-0.556, -0.453, 0.466], [-2.143, 0.238, -0.740], [-0.255, 0.490, 0.049], [1.219, 0.009, 0.381], [0.215, -0.151, 0.207], [0.980, 0.423, -0.905], [0.250, -0.283, 0.487], [0.103, -0.344, -0.373], [-0.034, 0.016, -0.095], [-0.021, 0.151, -0.092], [-0.032, 0.268, 0.108], [-0.043, 0.061, 0.082], [-0.114, -0.075, 0.000], [0.093, 0.160, 0.150], [-0.114, -0.200, 0.001], [-0.067, -0.094, -0.181], [0.130, 0.141, -0.044], [-0.008, 0.015, -0.040], [-0.035, 0.177, -0.011], [-0.273, -0.120, -0.186], [-0.046, 0.035, 0.023], [-0.021, -0.059, 0.121], [-0.315, -0.532, 0.086], [0.020, 0.041, 0.032], [0.014, -0.097, -0.027], [-0.045, -0.074, -0.020], [-0.002, 0.033, 0.037], [-0.239, 0.039, 0.093], [-0.103, 0.047, -0.146], [0.119, -0.045, 0.001], [-0.406, -0.306, -0.067], [-0.051, -0.045, -0.022], [0.093, -0.173, -0.250], [-0.140, -0.093, -0.099], [0.530, -0.171, 0.062], [0.000, 0.159, 0.150], [0.379, 0.180, 0.327], [-0.181, -0.177, -0.127]]
}

[3]
{
  "formula": "C3H7FN2S",
  "method": "ωB97M-V/def2-TZVPD",
  "smiles": "[H]/N=C(/NS)[C@H](C)F",
  "lumo_energy_ev": 0.6154,
  "homo_lumo_gap_ev": 10.2480,
  "elements": ["S", "F", "N", "N", "C", "C", "C", "H", "H", "H", "H", "H", "H", "H"],
  "positions_angstrom": [[-2.41168, -0.12091, -0.58770], [1.97862, 0.04139, -0.95678], [-1.36100, 0.97827, 0.20311], [0.56067, 2.10946, 0.06649], [0.65322, -0.24774, -0.51236], [-0.01126, 0.99327, -0.08191], [0.76452, -1.30396, 0.54006], [1.57478, 1.99826, -0.13884], [-1.65665, 1.90381, 0.06191], [-0.20626, -1.68866, 0.83423], [1.31006, -2.12882, 0.05029], [1.32399, -0.95883, 1.40963], [-2.67585, -0.91375, 0.51508], [0.15683, -0.66179, -1.40322]],
  "forces_ev_per_a": [[-0.139, -0.620, 0.937], [-0.832, 0.104, 0.426], [-0.494, -1.588, -0.414], [1.418, 0.084, -0.242], [0.890, -0.874, -1.125], [0.644, 1.047, 0.080], [0.524, -0.870, -0.270], [-0.893, 0.223, 0.183], [-0.834, 1.445, 0.352], [-0.144, 0.095, 0.107], [-0.139, 0.166, 0.493], [-0.088, 0.040, -0.039], [0.074, 0.558, -0.783], [0.013, 0.191, 0.296]]
}

[4]
{
  "formula": "C32H44F4N8O16",
  "method": "ωB97M-V/def2-TZVPD",
  "smiles": "C[N+](=O)[O-].C[N+](=O)[O-].C[N+](=O)[O-].C[N+](=O)[O-].C[N+](=O)[O-].C[N+](=O)[O-].C[N+](=O)[O-].C[N+](=O)[O-].Fc1ccccc1.Fc1ccccc1.Fc1ccccc1.Fc1ccccc1",
  "lumo_energy_ev": -0.1731,
  "homo_lumo_gap_ev": 9.0212,
  "elements": ["F", "F", "F", "F", "O", "O", "O", "O", "O", "O", "O", "O", "O", "O", "O", "O", "O", "O", "O", "O", "N", "N", "N", "N", "N", "N", "N", "N", "C", "C", "C", "C", "C", "C", "C", "C", "C", "C", "C", "C", "C", "C", "C", "C", "C", "C", "C", "C", "C", "C", "C", "C", "C", "C", "C", "C", "C", "C", "C", "C", "H", "H", "H", "H", "H", "H", "H", "H", "H", "H", "H", "H", "H", "H", "H", "H", "H", "H", "H", "H", "H", "H", "H", "H", "H", "H", "H", "H", "H", "H", "H", "H", "H", "H", "H", "H", "H", "H", "H", "H", "H", "H", "H", "H"],
  "positions_angstrom": [[2.72160, -1.10018, -3.04418], [2.09948, -4.18402, 3.87852], [0.67330, -1.98228, 5.16134], [0.75509, -1.79857, -1.17247], [-3.87440, 2.33282, -2.44877], [-2.52469, -4.32000, 2.29265], [2.45855, 1.30927, 3.01289], [0.64694, -3.26717, -6.95625], [-3.73158, -3.36251, -2.15049], [-0.81085, -3.80638, 1.12411], [-0.27131, 4.62912, -1.44942], [-2.85060, 1.24767, -5.64982], [-5.05179, 2.90082, -4.13713], [4.57766, 1.41729, 2.74814], [-1.15015, -3.06563, -5.78598], [1.45935, 3.59504, -2.20516], [-4.26711, 3.64056, 1.07218], [-1.65839, -0.03643, -4.40055], [-3.94344, -5.39090, -1.49588], [-4.38182, 5.76746, 1.32275], [0.25748, 3.73198, -2.07375], [3.44500, 1.55915, 2.37891], [-3.26694, -4.44018, -1.82234], [0.06037, -3.07524, -5.90923], [-4.56644, 4.63542, 1.69222], [-4.44115, 3.17891, -3.12169], [-2.64258, 0.20964, -5.06791], [-1.61528, -3.57592, 2.00365], [-0.47402, 0.70017, 1.17101], [5.88383, -0.06537, -1.60564], [-1.54938, -2.29065, 2.76720], [3.29183, -2.49703, 0.91394], [0.87597, -2.75516, -4.71300], [0.53134, -0.65643, 7.12079], [2.56332, -3.35719, 1.71647], [-1.33609, -0.73825, -1.04594], [0.08479, 1.70122, 6.82135], [-3.66933, -0.85928, -5.15068], [5.67688, 1.30771, -1.54107], [-0.06545, -0.94244, -0.55061], [-5.32889, 4.45905, 2.95301], [-0.14669, 1.53181, 5.46036], [-1.80325, -4.53928, -1.73984], [0.39768, 0.61801, 7.65210], [0.12271, 0.27039, 4.93140], [0.30709, -0.31438, 0.62061], [-0.60709, 2.72762, -2.73581], [3.59499, 1.05596, -2.67087], [3.72178, -0.32622, -2.61483], [0.38805, -0.80289, 5.75013], [3.78011, -2.56507, 3.65008], [-2.10780, 0.31652, -0.56233], [4.54688, 1.89858, -2.10868], [3.25899, 2.07686, 0.97561], [4.86130, -0.87241, -2.09612], [-1.68055, 1.02906, 0.55113], [2.80335, -3.37075, 3.07461], [4.28461, -1.68644, 1.45001], [-4.26752, 4.60683, -2.74828], [4.50558, -1.71443, 2.82815], [0.00987, 1.85950, -2.92934], [-0.18315, 1.20014, 2.08315], [-3.84111, -1.23501, -4.14386], [-1.38670, 2.47611, -2.02303], [-3.05199, 0.50883, -1.05110], [-1.36866, -4.75028, -2.71895], [-2.06109, -2.53039, 3.69244], [-4.59140, -0.42582, -5.52804], [1.16147, -1.70920, -4.78505], [0.65794, -1.49363, 7.79278], [-1.97688, -1.49925, 2.16035], [-6.30485, 4.91202, 2.83042], [4.35406, 2.95871, -2.04173], [4.16381, 2.62783, 0.76574], [5.01904, -1.94454, -2.17147], [-3.82414, 4.58545, -1.75877], [4.79850, -1.05038, 0.74181], [-0.50937, -2.09582, 3.01612], [-3.61535, 5.03146, -3.50865], [-0.40549, 2.35854, 4.81663], [0.24322, -2.86498, -3.83804], [-2.31653, 1.76763, 1.02426], [3.86982, -2.64616, 4.72504], [-1.72876, -1.24157, -1.92227], [0.29751, 0.69549, 8.72620], [3.04848, 1.27615, 0.26959], [2.33158, 2.64345, 1.03276], [-1.47868, -5.38558, -1.14182], [1.27391, -0.53597, 1.06336], [-0.06216, 2.69582, 7.22487], [-3.41149, -1.71357, -5.77147], [1.89750, -4.07356, 1.25224], [1.75716, -3.38357, -4.65677], [-5.41875, 3.39757, 3.16336], [0.00438, 0.09627, 3.87001], [6.82114, -0.54025, -1.35694], [6.46135, 1.96055, -1.17563], [2.63419, 1.41490, -3.02457], [3.09173, -2.47522, -0.15070], [-1.37459, -3.61863, -1.36196], [-5.22214, 5.11484, -2.83429], [5.36220, -1.17343, 3.20713], [-0.96338, 3.23185, -3.63070], [-4.71352, 4.87786, 3.74628]],
  "forces_ev_per_a": [[-0.155, -0.239, -0.280], [-0.093, -0.173, -0.046], [-0.287, -0.233, 0.122], [0.136, -0.335, 0.115], [-0.064, 0.381, 0.306], [-0.149, -0.151, 0.111], [-0.967, -0.287, 0.750], [-0.051, -0.042, 0.286], [0.234, 0.123, -0.277], [0.364, 0.334, -0.027], [-0.015, -0.109, -0.143], [0.093, 0.152, -0.051], [-0.151, 0.583, 0.394], [0.904, -0.066, 0.546], [0.068, -0.098, 0.092], [0.171, 0.106, 0.080], [0.372, -0.358, -0.164], [0.351, 0.091, 0.189], [0.330, -0.178, -0.219], [0.293, 0.525, -0.068], [0.258, 0.081, 0.310], [0.112, -0.030, -1.688], [-0.618, 0.221, 0.581], [0.064, 0.124, -0.434], [-0.851, -0.203, -0.172], [0.140, -0.996, -0.950], [-0.176, -0.565, -0.257], [-0.371, 0.006, -0.187], [-0.589, -0.483, -0.696], [-0.703, 0.273, -0.338], [0.614, -0.695, 0.465], [0.215, 0.117, 0.000], [-0.188, 0.214, 0.550], [-0.291, 0.089, 0.041], [-0.141, -0.573, -0.183], [-0.307, 0.712, -1.091], [-0.440, 0.345, 0.084], [-1.186, -0.236, 0.334], [0.696, 0.518, -0.479], [-0.991, 0.149, 0.594], [0.484, -0.676, 0.574], [1.144, -0.836, 0.602], [1.376, -0.612, -0.307], [-0.973, 0.030, -0.442], [-1.027, 0.127, -0.577], [1.223, 0.573, 0.237], [0.092, 0.030, 0.408], [-1.228, -0.081, 0.212], [0.626, 1.370, 0.446], [0.996, 0.445, 0.163], [-0.698, -0.185, -0.187], [0.169, -0.552, 0.510], [-0.167, -1.161, 0.225], [-0.710, 0.136, 0.693], [0.772, -1.151, -0.253], [-0.101, 0.009, 0.540], [0.422, 0.524, -0.144], [-0.816, -0.171, -0.037], [0.055, -0.224, -0.088], [0.795, -0.259, -0.323], [-0.060, 0.011, -0.327], [0.219, 0.033, -0.059], [0.177, 0.078, 0.044], [-0.228, 0.143, -0.271], [-0.061, 0.140, 0.148], [-0.505, 0.305, -0.271], [-0.362, 0.459, -0.076], [0.154, 0.195, -0.014], [0.040, -0.029, -0.180], [0.181, -0.165, -0.228], [-0.133, -0.034, 0.029], [0.107, 0.291, 0.096], [0.115, 0.075, -0.164], [-0.133, 0.136, -0.356], [-0.121, 0.035, 0.158], [-0.071, 0.382, 0.009], [0.379, 0.152, 0.404], [0.059, 0.045, -0.352], [0.183, -0.045, 0.132], [-0.027, 0.047, -0.006], [-0.004, -0.072, -0.032], [-0.008, 0.177, -0.300], [0.382, 0.231, -0.006], [0.349, -0.251, -0.001], [0.531, 0.314, 0.047], [0.446, -0.334, 0.245], [0.280, 0.439, -0.183], [-0.532, 0.104, 0.372], [-0.044, -0.137, -0.016], [0.028, -0.107, 0.261], [0.707, 0.314, -0.105], [-0.295, 0.149, 0.236], [-0.029, -0.058, -0.263], [-0.078, -0.029, -0.286], [0.198, -0.074, 0.003], [0.033, 0.178, 0.363], [-0.006, -0.117, 0.185], [0.205, 0.336, -0.154], [0.031, -0.037, 0.006], [-0.270, 0.087, 0.057], [-0.101, -0.137, 0.238], [-0.268, 0.261, 0.277], [-0.215, -0.360, -0.073], [-0.321, 0.437, -0.036]]
}